1.
A molecular structure, C33H72Cl2F6N2O20PPb at a distorted geometry, computed with ωB97M-V with the def2-TZVPD basis set.

Last column: Mulliken charge in e.
Element x y z (Å)
Pb  0.72  -0.71  2.88  2.270
P  -0.73  -0.89  -0.23  1.482
F  -2.29  -0.90  -0.50  -0.269
F  -0.91  0.08  1.11  -0.144
F  -0.85  -2.12  0.84  -0.641
F  0.90  -0.84  0.09  -0.494
F  -0.49  -1.95  -1.38  -0.257
F  -0.51  0.40  -1.14  -0.188
C  4.12  -0.98  0.40  -0.978
C  4.39  -1.45  1.82  0.178
C  5.81  -1.16  2.28  -1.007
O  5.99  0.23  2.31  -0.303
C  7.24  0.60  2.83  -0.853
N  3.44  -0.76  2.76  0.211
H  4.64  -1.57  -0.36  0.649
H  4.27  0.09  0.31  0.341
H  3.08  -1.16  0.10  -0.474
H  4.20  -2.52  1.79  0.281
H  6.59  -1.67  1.70  0.569
H  5.93  -1.59  3.29  0.459
H  7.17  1.66  3.09  0.243
H  8.07  0.56  2.12  0.294
H  7.50  0.05  3.74  0.353
H  3.92  0.10  3.03  -0.151
H  3.49  -1.38  3.58  0.250
C  -1.15  4.34  -3.84  -1.422
C  -2.47  3.87  -3.25  0.439
C  -3.32  3.19  -4.31  -0.691
O  -4.50  2.75  -3.69  -0.319
C  -5.48  2.42  -4.63  -0.189
N  -2.22  2.91  -2.15  -0.265
H  -0.35  3.60  -3.79  0.235
H  -0.79  5.22  -3.30  0.314
H  -1.24  4.61  -4.90  0.427
H  -3.09  4.65  -2.81  0.342
H  -2.81  2.33  -4.76  0.168
H  -3.56  3.90  -5.12  0.545
H  -5.17  1.50  -5.15  -0.320
H  -5.62  3.25  -5.33  0.339
H  -6.45  2.19  -4.21  0.296
H  -1.56  2.18  -2.39  -0.113
H  -3.12  2.42  -2.03  0.243
C  1.87  -2.65  -3.53  -1.183
C  2.66  -1.68  -2.70  1.044
O  2.47  -0.36  -3.25  -0.250
C  3.33  0.60  -2.93  0.754
O  4.34  0.47  -2.31  -0.590
O  2.90  1.74  -3.46  -0.240
C  3.78  2.85  -3.36  -0.836
H  2.16  -2.67  -4.58  0.450
H  0.80  -2.44  -3.44  -0.049
H  1.96  -3.66  -3.13  0.274
H  3.73  -1.89  -2.78  0.572
H  2.31  -1.68  -1.67  -1.037
H  4.69  2.66  -3.92  0.319
H  4.06  3.16  -2.35  0.339
H  3.27  3.68  -3.84  0.287
C  -4.61  0.24  3.35  -1.463
C  -3.60  -0.68  2.70  1.138
O  -3.59  -1.96  3.32  -0.408
C  -2.46  -2.55  3.56  0.614
O  -1.37  -2.02  3.68  -0.433
O  -2.67  -3.83  3.77  -0.434
C  -1.61  -4.67  4.23  -0.584
H  -4.17  0.83  4.16  0.277
H  -5.48  -0.30  3.73  0.400
H  -5.01  0.92  2.60  0.376
H  -2.62  -0.23  2.56  -0.608
H  -3.92  -0.83  1.66  -0.029
H  -1.01  -4.17  4.99  0.191
H  -1.01  -5.00  3.39  0.211
H  -2.04  -5.52  4.74  0.354
C  0.91  -5.47  -1.11  -1.740
C  0.69  -4.47  0.00  1.202
O  1.13  -5.06  1.23  -0.422
C  1.41  -4.30  2.25  0.237
O  1.39  -3.09  2.26  0.280
O  1.75  -5.06  3.26  -0.441
C  2.16  -4.39  4.44  -0.425
H  1.97  -5.54  -1.36  0.353
H  0.38  -5.13  -2.00  0.432
H  0.55  -6.47  -0.85  0.426
H  -0.37  -4.24  0.04  0.111
H  1.19  -3.54  -0.25  -0.489
H  2.36  -5.12  5.22  0.296
H  1.36  -3.72  4.76  0.089
H  3.09  -3.83  4.31  0.188
C  -3.87  -0.16  -8.73  -1.337
C  -4.22  -0.58  -7.32  -0.029
O  -3.08  -0.63  -6.47  -0.231
C  -2.42  -1.79  -6.38  0.542
O  -2.59  -2.74  -7.09  -0.590
O  -1.47  -1.75  -5.44  -0.316
C  -1.51  -0.75  -4.44  0.423
H  -3.45  -0.94  -9.36  0.326
H  -3.11  0.62  -8.69  0.294
H  -4.76  0.26  -9.21  0.396
H  -4.78  -1.52  -7.34  0.347
H  -4.89  0.15  -6.87  0.155
H  -0.65  -0.90  -3.79  -0.425
H  -2.37  -0.90  -3.77  0.069
H  -1.55  0.27  -4.81  0.328
C  -0.09  2.81  7.52  -1.361
C  -0.48  1.90  6.38  0.109
O  -0.94  2.78  5.33  -0.425
C  -1.15  2.26  4.14  0.294
O  -0.83  1.12  3.84  -0.268
O  -1.78  3.13  3.41  -0.468
C  -2.05  2.84  2.04  0.184
H  0.76  3.42  7.19  0.261
H  0.21  2.27  8.41  0.393
H  -0.90  3.49  7.77  0.366
H  -1.32  1.27  6.67  0.366
H  0.35  1.32  5.99  0.114
H  -2.53  1.87  1.95  -0.201
H  -1.13  2.85  1.46  -0.244
H  -2.72  3.58  1.63  0.388
C  3.29  3.58  5.10  -1.608
C  2.60  2.68  4.11  1.242
O  2.71  3.20  2.78  -0.439
C  2.01  2.60  1.84  0.384
O  1.39  1.57  1.97  0.491
O  2.11  3.29  0.73  -0.493
C  1.35  2.81  -0.41  -0.107
H  2.89  3.32  6.08  0.339
H  3.03  4.63  4.99  0.393
H  4.36  3.41  5.08  0.368
H  1.54  2.55  4.36  -0.456
H  3.02  1.68  4.12  -0.153
H  1.45  1.74  -0.55  -0.329
H  1.84  3.25  -1.27  0.185
H  0.31  3.11  -0.31  0.362
C  -5.32  -1.00  -2.05  0.190
Cl  -5.88  -0.83  -3.72  -0.151
Cl  -4.46  -2.51  -1.84  -0.158
H  -4.64  -0.18  -1.85  -0.393
H  -6.14  -0.84  -1.35  0.468

Output
Spin multiplicity = 1
Kohn-Sham gap = 7.871 eV
Total charge = +1
LUMO = -3.07 eV

---

2.
A molecular structure, C39H49BN7PS3Yb at a distorted geometry, computed with ωB97M-V with the def2-TZVPD basis set.

Last column: Mulliken charge in e.
Element x y z (Å)
Yb  0.26  0.06  -0.46  0.730
C  2.54  4.75  -1.36  -1.721
C  1.14  4.37  -1.92  1.329
C  0.63  5.42  -2.97  -1.505
C  0.23  4.34  -0.72  -2.096
N  1.24  3.04  -2.61  0.573
C  2.31  2.71  -3.45  -0.346
C  2.20  1.43  -3.83  -1.196
N  0.96  0.94  -3.30  0.640
B  0.58  -0.55  -3.75  -0.050
N  1.73  -1.60  -3.26  0.674
C  1.83  -2.79  -4.02  -1.350
C  2.82  -3.53  -3.51  -0.136
N  3.41  -2.82  -2.46  0.327
C  2.68  -1.64  -2.28  0.401
S  2.94  -0.73  -0.91  -0.410
C  4.37  -3.50  -1.49  1.036
C  3.60  -4.47  -0.61  -1.417
C  5.38  -4.27  -2.40  -1.603
C  5.28  -2.56  -0.64  -1.743
N  -0.91  -1.07  -3.38  0.345
C  -1.97  -0.67  -4.24  -1.387
C  -3.10  -1.19  -3.80  -0.059
N  -2.79  -2.00  -2.67  0.331
C  -1.49  -1.87  -2.41  0.352
S  -0.80  -2.55  -1.00  -0.332
C  -3.87  -2.52  -1.71  0.976
C  -5.05  -2.98  -2.63  -1.604
C  -3.57  -3.78  -0.84  -1.684
C  -4.24  -1.30  -0.87  -1.244
C  0.35  1.98  -2.61  -0.128
S  -1.23  1.98  -1.91  -0.283
H  2.44  5.60  -0.68  0.461
H  3.03  3.91  -0.86  0.369
H  3.19  5.10  -2.16  0.471
H  0.64  6.44  -2.59  0.421
H  1.23  5.40  -3.88  0.371
H  -0.42  5.22  -3.31  0.317
H  0.42  5.25  -0.13  0.556
H  -0.86  4.40  -0.98  0.390
H  0.37  3.49  -0.08  0.475
H  3.07  3.45  -3.72  0.481
H  2.79  0.85  -4.50  0.612
H  0.66  -0.51  -4.95  -0.141
H  1.18  -3.01  -4.84  0.627
H  3.20  -4.53  -3.80  0.413
H  2.97  -5.17  -1.20  0.305
H  4.32  -4.96  0.02  0.503
H  2.92  -3.89  0.06  0.235
H  4.82  -5.04  -3.01  0.364
H  5.89  -3.61  -3.13  0.377
H  6.16  -4.68  -1.79  0.508
H  4.79  -2.19  0.26  0.405
H  6.16  -3.18  -0.42  0.485
H  5.61  -1.67  -1.21  0.363
H  -1.74  -0.17  -5.15  0.636
H  -4.15  -1.10  -4.21  0.332
H  -4.65  -3.72  -3.37  0.427
H  -5.90  -3.44  -2.14  0.421
H  -5.44  -2.12  -3.24  0.343
H  -3.12  -4.59  -1.42  0.360
H  -2.92  -3.52  0.00  0.336
H  -4.54  -4.12  -0.47  0.526
H  -4.53  -0.44  -1.48  0.307
H  -5.10  -1.56  -0.24  0.522
H  -3.41  -1.04  -0.20  0.131
N  -0.04  0.10  1.80  -0.338
P  -0.68  0.67  3.07  0.832
C  -1.51  -0.63  4.00  0.511
C  -1.48  -1.95  3.58  -0.330
C  -2.13  -2.92  4.34  -0.608
C  -2.81  -2.57  5.51  -0.520
C  -2.83  -1.25  5.92  -0.926
C  -2.25  -0.25  5.12  -0.288
C  0.67  1.10  4.18  0.672
C  1.97  1.03  3.72  -0.719
C  3.03  1.52  4.51  -0.653
C  2.75  2.29  5.63  -0.519
C  1.42  2.37  6.09  -0.859
C  0.42  1.71  5.43  -0.122
C  -1.87  1.97  2.88  1.009
C  -2.10  2.90  3.89  -0.306
C  -2.93  4.02  3.63  -0.890
C  -3.56  4.19  2.41  -0.749
C  -3.37  3.22  1.44  -0.688
C  -2.54  2.11  1.67  0.147
H  -1.01  -2.22  2.63  0.416
H  -2.06  -3.96  4.04  0.413
H  -3.35  -3.28  6.10  0.419
H  -3.18  -1.01  6.89  0.398
H  -2.38  0.78  5.40  0.198
H  2.17  0.49  2.80  0.587
H  4.05  1.34  4.20  0.427
H  3.53  2.80  6.21  0.378
H  1.17  2.95  6.97  0.407
H  -0.58  1.61  5.88  0.202
H  -1.59  2.87  4.84  0.039
H  -3.09  4.74  4.42  0.418
H  -4.11  5.09  2.19  0.414
H  -3.88  3.31  0.53  0.543
H  -2.37  1.37  0.91  -0.048

Output
Spin multiplicity = 2
Kohn-Sham gap (alpha / beta) = 8.287 / 7.002 eV
Total charge = +1
Expectation value of S² = 0.751
LUMO (alpha / beta) = -2.04 / -3.32 eV
Energy above the lowest of the compared OMol25 structures with the same formula, charge and spin = 0.0 kcal per mole